# 1
{"formula": "C5H11NO", "method": "ωB97M-V/def2-TZVPD", "charge": 0, "e_above_lowest_kj_mol": 293.3, "gap_ev": 9.1, "smiles": "C=CCNC=C.O", "lumo_ev": 0.99, "symbols": ["C", "C", "C", "N", "C", "C", "H", "H", "H", "H", "H", "H", "H", "H", "H", "O", "H", "H"], "coordinates": [[-0.538331, 2.910851, -0.000691], [0.152266, 2.160595, 0.861189], [0.609162, 0.771848, 0.599149], [-0.331071, -0.074335, -0.187916], [0.166074, -1.038398, -1.024665], [-0.522199, -1.655296, -2.003342], [-0.999121, 2.413905, -0.843145], [-0.895260, 3.881182, 0.313344], [0.558251, 2.604234, 1.764078], [0.788557, 0.122705, 1.459219], [1.578006, 0.836886, 0.093909], [-1.094265, 0.480226, -0.538287], [1.222550, -0.978366, -1.317204], [-1.580370, -1.394032, -2.049226], [-0.024825, -2.209095, -2.778822], [0.495661, -2.670153, 2.174160], [0.753349, -3.538459, 1.790359], [-0.338428, -2.624292, 1.687898]], "atomic_forces_ev_per_a": [[-0.5, -1.0, 1.2], [0.2, 0.5, -0.3], [-0.2, -2.0, -0.4], [0.3, 1.2, 0.8], [0.7, 0.6, -3.0], [-0.7, 0.7, 1.2], [0.1, 0.4, -0.4], [0.2, 0.2, -0.4], [-0.1, 0.0, 0.0], [0.2, 0.8, 0.6], [0.1, 0.0, -0.2], [-0.2, -0.4, -0.2], [0.2, -0.4, 1.3], [0.0, -0.7, -0.3], [-0.1, -0.1, 0.0], [-0.2, -1.4, -1.0], [0.5, 0.7, 0.7], [-0.3, 0.8, 0.2]]}

***

# 2
{"formula": "C4H4N2O", "method": "ωB97M-V/def2-TZVPD", "charge": 0, "e_above_lowest_kj_mol": 228.3, "gap_ev": 9.2, "smiles": "[H]/N=C/N=C=CC=O", "lumo_ev": 0.24, "symbols": ["H", "N", "C", "N", "C", "C", "C", "O", "H", "H", "H"], "coordinates": [[-3.515891, -0.967715, 0.103297], [-2.620017, -0.489879, 0.068534], [-1.728068, -1.220531, 0.586994], [-0.448248, -0.726871, 0.700535], [0.565551, -0.250440, 0.308137], [1.718191, 0.328696, -0.020878], [1.720258, 1.557898, -0.810325], [0.742039, 2.110412, -1.273868], [-1.846430, -2.210482, 1.032020], [2.638441, -0.125600, 0.319105], [2.739942, 1.961091, -0.974494]], "atomic_forces_ev_per_a": [[0.0, 0.0, -0.1], [0.1, -0.4, 0.2], [-0.3, 0.1, -0.1], [0.7, 0.6, -0.2], [-0.5, -0.3, 0.3], [0.0, 0.0, 0.0], [-0.2, 0.1, -0.1], [0.4, -0.3, 0.3], [0.0, 0.1, -0.1], [0.0, 0.0, -0.1], [-0.1, 0.0, 0.0]]}

***

# 3
{"formula": "C20H25ClN4O", "method": "ωB97M-V/def2-TZVPD", "charge": 0, "e_above_lowest_kj_mol": 17.4, "gap_ev": 8.2, "smiles": "Cc1ccc(NC(=O)NCCN2CCN(c3ccccc3)CC2)cc1Cl", "lumo_ev": 0.47, "symbols": ["C", "C", "C", "C", "C", "N", "C", "O", "N", "C", "C", "N", "C", "C", "N", "C", "C", "C", "C", "C", "C", "C", "C", "C", "C", "Cl", "H", "H", "H", "H", "H", "H", "H", "H", "H", "H", "H", "H", "H", "H", "H", "H", "H", "H", "H", "H", "H", "H", "H", "H", "H"], "coordinates": [[8.227490, 0.343706, -0.772114], [6.781717, 0.118492, -0.460835], [6.194057, -1.135525, -0.569266], [4.860309, -1.353295, -0.282688], [4.059310, -0.294014, 0.133044], [2.706828, -0.430563, 0.438277], [1.946255, -1.581821, 0.456660], [2.346864, -2.680180, 0.140459], [0.680378, -1.362025, 0.929314], [-0.331790, -2.385225, 0.806541], [-1.348125, -2.015210, -0.278000], [-1.928336, -0.710125, -0.008542], [-2.559441, -0.086894, -1.162831], [-4.060454, -0.371070, -1.250116], [-4.713757, 0.192042, -0.090855], [-6.032397, 0.576710, -0.116826], [-6.901988, 0.094912, -1.103604], [-8.227705, 0.478761, -1.127970], [-8.733612, 1.343332, -0.172473], [-7.884897, 1.825839, 0.808830], [-6.554609, 1.457629, 0.838421], [-3.878302, 0.369288, 1.072306], [-2.834875, -0.742746, 1.135622], [4.625618, 0.974500, 0.248691], [5.961954, 1.163425, -0.045714], [6.620508, 2.758562, 0.114975], [8.749005, 0.725719, 0.104966], [8.334432, 1.082513, -1.565671], [8.700902, -0.582051, -1.086927], [6.802277, -1.968667, -0.888671], [4.432030, -2.336653, -0.373683], [2.258401, 0.419124, 0.749726], [0.307699, -0.424236, 0.945575], [0.178020, -3.313436, 0.541014], [-0.828804, -2.515894, 1.771942], [-0.821651, -1.962077, -1.233779], [-2.108417, -2.812407, -0.341985], [-2.411990, 0.996571, -1.090156], [-2.065719, -0.428649, -2.073587], [-4.224189, -1.458335, -1.317393], [-4.461129, 0.091395, -2.157077], [-6.544850, -0.599032, -1.848391], [-8.875533, 0.088698, -1.900083], [-9.771829, 1.637104, -0.192974], [-8.259675, 2.507819, 1.558824], [-5.915068, 1.874377, 1.600874], [-4.498100, 0.304632, 1.970205], [-3.376100, 1.348658, 1.071354], [-2.249643, -0.628184, 2.053429], [-3.364593, -1.708264, 1.189862], [4.026217, 1.813996, 0.569411]], "atomic_forces_ev_per_a": [[0.0, 0.0, 0.0], [0.1, 0.1, 0.0], [0.0, 0.3, 0.1], [-0.1, -0.2, 0.0], [0.4, 0.0, -0.1], [-0.3, 0.3, 0.1], [-0.1, 0.3, 0.3], [0.2, -0.3, -0.2], [-0.3, 0.1, 0.1], [-0.1, -0.1, -0.2], [0.2, -0.1, 0.2], [0.0, 0.0, 0.0], [-0.2, 0.2, -0.1], [0.1, -0.1, -0.2], [0.3, -0.1, 0.0], [-0.2, 0.1, 0.0], [0.1, -0.1, -0.1], [-0.1, 0.1, 0.0], [-0.2, 0.0, 0.0], [-0.1, 0.0, 0.0], [0.1, 0.0, 0.1], [0.1, 0.0, 0.1], [0.0, 0.1, 0.3], [0.0, -0.1, 0.0], [-0.1, -0.3, 0.0], [0.0, 0.2, 0.0], [0.1, 0.0, 0.0], [0.1, 0.0, 0.0], [0.0, -0.1, 0.0], [0.1, -0.1, 0.0], [0.0, 0.0, 0.0], [0.0, -0.2, 0.0], [0.1, 0.0, -0.1], [-0.1, 0.1, 0.1], [0.0, -0.1, -0.1], [0.0, 0.0, 0.0], [0.0, 0.0, 0.0], [-0.1, -0.1, -0.2], [0.0, 0.0, 0.0], [0.0, 0.1, -0.1], [0.0, -0.1, 0.0], [0.1, -0.1, -0.1], [0.0, 0.0, -0.1], [-0.1, 0.0, 0.0], [0.0, 0.1, 0.1], [0.1, 0.0, 0.1], [0.1, 0.0, 0.0], [0.0, 0.0, 0.1], [-0.1, -0.1, 0.0], [0.0, 0.0, 0.0], [0.0, 0.1, 0.0]]}